Entry 1:
The following is a DFT calculation (ωB97M-V with the def2-TZVPD basis set) of a structure of composition C3H5NS.

Element x y z (Å)
C: 1.42 0.77 -0.09
C: -0.48 -0.93 0.16
C: -1.75 -0.32 -0.56
H: 2.22 1.08 -0.72
H: 0.55 1.42 -0.49
H: 1.53 0.84 0.97
H: -0.71 -0.32 1.13
H: -0.88 -2.08 0.75
N: -2.93 0.27 -0.50
S: 1.05 -0.72 -0.66

Summary:
2S+1: 1
Total energy, eV: -15513.3489
Energy above the lowest of the compared OMol25 structures with the same formula, charge and spin, kcal/mol: 81.3
Orbital gap, eV: 9.5324
Highest occupied orbital energy, Eh: -0.3409
Total charge: 0

natural (NBO) charges, unit e, in atom order:
1 C -0.82
2 C -0.73
3 C 0.23
4 H 0.25
5 H 0.22
6 H 0.23
7 H 0.28
8 H 0.29
9 N -0.32
10 S 0.35

=====

Entry 2:
The following is a DFT calculation (ωB97M-V with the def2-TZVPD basis set) of the molecule C3H5NS.

Element x y z (Å)
C: -0.82 0.34 -0.31
C: -0.19 1.51 0.00
C: 0.96 -1.10 0.33
N: 0.00 -0.87 -0.51
S: -2.34 -0.29 0.17
H: 0.94 1.63 -0.08
H: -0.82 2.52 0.10
H: 1.55 -2.04 0.48
H: 1.30 -0.15 0.75
H: -0.58 -1.56 -0.92

Summary:
2S+1: 1
Total energy, eV: -15514.0242
Energy above the lowest of the compared OMol25 structures with the same formula, charge and spin, kcal/mol: 65.7
Orbital gap, eV: 6.3100
Highest occupied orbital energy, Eh: -0.2700
Total charge: 0

natural (NBO) charges, unit e, in atom order:
1 C -0.07
2 C -0.52
3 C 0.03
4 N -0.43
5 S -0.32
6 H 0.19
7 H 0.25
8 H 0.22
9 H 0.21
10 H 0.44

=====

Entry 3:
The following is a DFT calculation (ωB97M-V with the def2-TZVPD basis set) of the molecule C3H5NS3.

Element x y z (Å)
C: -0.15 -1.93 0.70
N: -0.64 -0.63 0.20
S: -2.21 -0.63 -0.44
C: 0.07 0.48 0.27
S: -0.54 1.98 0.15
C: 1.53 0.32 0.54
S: 2.50 -0.32 -0.56
H: -0.85 -2.51 1.21
H: 0.59 -1.61 1.44
H: 0.41 -2.43 -0.04
H: -2.20 0.66 -0.82
H: 1.88 0.69 1.49

Summary:
2S+1: 1
Total energy, eV: -37185.9814
Energy above the lowest of the compared OMol25 structures with the same formula, charge and spin, kcal/mol: 34.1
Orbital gap, eV: 7.6727
Highest occupied orbital energy, Eh: -0.3179
SMILES: CN(S)C(=S)C=S
Total charge: 0

natural (NBO) charges, unit e, in atom order:
1 C -0.41
2 N -0.51
3 S 0.18
4 C 0.01
5 S -0.09
6 C -0.34
7 S 0.12
8 H 0.22
9 H 0.21
10 H 0.22
11 H 0.16
12 H 0.22

=====

Entry 4:
The following is a DFT calculation (ωB97M-V with the def2-TZVPD basis set) of the molecule C3H5NS3.

Element x y z (Å)
S: 2.52 -1.16 -0.85
C: 1.45 -0.23 -0.05
C: 0.28 -0.83 0.83
N: -0.96 -0.17 0.25
S: -1.76 -0.84 -0.99
C: -0.55 1.24 0.13
S: 1.30 1.43 -0.29
H: -0.03 -1.87 0.71
H: 0.40 -0.40 1.83
H: -0.92 -0.96 -2.00
H: -0.97 1.99 -0.70
H: -0.77 1.80 1.11

Summary:
2S+1: 1
Total energy, eV: -37185.7851
Energy above the lowest of the compared OMol25 structures with the same formula, charge and spin, kcal/mol: 38.6
Orbital gap, eV: 8.2393
Highest occupied orbital energy, Eh: -0.3159
SMILES: S=C1CN(S)CS1
Total charge: 0

natural (NBO) charges, unit e, in atom order:
1 S 0.04
2 C -0.37
3 C -0.28
4 N -0.61
5 S 0.23
6 C -0.35
7 S 0.33
8 H 0.25
9 H 0.22
10 H 0.07
11 H 0.25
12 H 0.22

=====

Entry 5:
The following is a DFT calculation (ωB97M-V with the def2-TZVPD basis set) of a structure of composition C3H5NSSi.

Element x y z (Å)
C: 1.70 1.49 0.21
C: 0.99 2.06 1.23
C: 0.00 0.08 -0.24
N: 1.10 0.46 -0.45
Si: -1.09 -1.42 -0.39
S: -0.54 1.49 1.56
H: 2.70 1.86 -0.29
H: 1.24 3.02 1.78
H: -1.89 -1.40 -1.76
H: -1.81 -1.42 0.80
H: -0.17 -2.57 -0.74

Summary:
2S+1: 1
Total energy, eV: -23392.3306
Energy above the lowest of the compared OMol25 structures with the same formula, charge and spin, kcal/mol: 32.1
Orbital gap, eV: 8.8196
Highest occupied orbital energy, Eh: -0.3097
Total charge: 0

natural (NBO) charges, unit e, in atom order:
1 C -0.15
2 C -0.40
3 C -0.03
4 N -0.39
5 Si 0.85
6 S 0.04
7 H 0.22
8 H 0.26
9 H -0.13
10 H -0.14
11 H -0.13

=====

Entry 6:
The following is a DFT calculation (ωB97M-V with the def2-TZVPD basis set) of a structure of composition C3H5NaO3.

Element x y z (Å)
H: -0.76 -0.08 -1.56
C: -1.23 0.26 -0.62
C: -0.42 1.13 0.28
O: 1.01 0.85 0.09
C: 1.44 -0.35 0.17
O: 2.76 -0.33 -0.03
Na: -0.04 -2.26 0.46
O: -1.59 -0.83 0.28
H: -2.16 0.80 -0.88
H: -1.67 -0.08 1.15
H: -0.42 2.14 0.71
H: 3.08 -1.24 -0.06

Summary:
2S+1: 1
Total energy, eV: -13746.4456
Energy above the lowest of the compared OMol25 structures with the same formula, charge and spin, kcal/mol: 102.2
Orbital gap, eV: 5.0813
Highest occupied orbital energy, Eh: -0.2131
Total charge: 0

natural (NBO) charges, unit e, in atom order:
1 H 0.18
2 C -0.19
3 C -0.35
4 O -0.48
5 C 0.27
6 O -0.68
7 Na 0.85
8 O -0.92
9 H 0.19
10 H 0.45
11 H 0.21
12 H 0.48

=====

Entry 7:
The following is a DFT calculation (ωB97M-V with the def2-TZVPD basis set) of the molecule C3H5O2P.

Element x y z (Å)
O: -3.88 0.28 0.09
C: -2.87 0.36 0.57
P: -1.23 -0.77 -0.23
C: -0.03 0.45 0.45
C: 1.07 0.87 -0.38
O: 1.22 -0.25 0.45
H: -1.53 -1.32 0.96
H: -0.18 -1.70 -0.76
H: -0.20 0.91 1.32
H: 1.13 0.59 -1.38
H: 1.64 1.68 -0.17

Summary:
2S+1: 1
Total energy, eV: -16571.6957
Energy above the lowest of the compared OMol25 structures with the same formula, charge and spin, kcal/mol: 94.1
Orbital gap, eV: 9.1621
Highest occupied orbital energy, Eh: -0.3162
SMILES: O=C=[PH2][C@@H]1CO1
Total charge: 0

natural (NBO) charges, unit e, in atom order:
1 O -0.47
2 C 0.40
3 P 0.34
4 C -0.19
5 C -0.10
6 O -0.49
7 H -0.01
8 H -0.03
9 H 0.20
10 H 0.18
11 H 0.18

=====

Entry 8:
The following is a DFT calculation (ωB97M-V with the def2-TZVPD basis set) of a cluster of 2 separate species, C3H5O3 in total.

Element x y z (Å)
O: -0.65 -2.10 -0.69
C: 0.40 -2.13 -1.32
O: 1.38 -1.32 -1.23
H: 0.57 -2.94 -2.07
C: -0.85 2.03 1.01
C: -0.18 0.88 0.88
O: 0.97 0.72 0.23
H: -1.76 2.15 1.59
H: -0.36 2.95 0.68
H: -0.53 -0.07 1.28
H: 1.02 -0.18 -0.36

Summary:
2S+1: 1
Total energy, eV: -9335.6632
Energy above the lowest of the compared OMol25 structures with the same formula, charge and spin, kcal/mol: 5.5
Orbital gap, eV: 8.8784
Highest occupied orbital energy, Eh: -0.1639
Total charge: -1

natural (NBO) charges, unit e, in atom order:
1 O -0.74
2 C 0.64
3 O -0.78
4 H 0.02
5 C -0.62
6 C 0.21
7 O -0.77
8 H 0.18
9 H 0.18
10 H 0.16
11 H 0.51

=====

Entry 9:
The following is a DFT calculation (ωB97M-V with the def2-TZVPD basis set) of a structure of composition C3H5O3Pb.

Element x y z (Å)
C: -0.21 0.12 -0.10
O: -0.24 1.33 -0.46
O: -1.30 -0.71 -0.10
O: 0.86 -0.58 -0.62
C: -0.91 -2.04 -0.39
C: 0.47 -1.89 -1.03
H: -1.66 -2.47 -1.07
H: -0.88 -2.64 0.54
H: 0.43 -1.94 -2.12
H: 1.20 -2.62 -0.65
Pb: -1.05 3.03 0.86
H: -0.41 0.60 1.42

Summary:
2S+1: 1
Total energy, eV: -14579.0636
Orbital gap (alpha / beta), eV: 4.7899 / 4.6242
Highest occupied orbital energy (alpha / beta), Eh: -0.0466 / -0.0404
Total charge: -1

natural (NBO) charges, unit e, in atom order:
1 C 0.82
2 O -0.86
3 O -0.54
4 O -0.54
5 C -0.10
6 C -0.10
7 H 0.18
8 H 0.16
9 H 0.16
10 H 0.17
11 Pb -0.11
12 H -0.25

=====

Entry 10:
The following is a DFT calculation (ωB97M-V with the def2-TZVPD basis set) of a structure of composition C3H5O3Tl.

Element x y z (Å)
O: -0.13 0.92 -0.29
C: 1.15 0.03 -0.15
C: -1.17 0.26 0.43
O: 2.13 0.72 -0.42
O: 0.91 -0.78 0.83
C: -0.51 -1.05 0.90
H: -2.01 0.07 -0.24
H: -1.45 0.89 1.28
H: -0.74 -1.86 0.20
H: -0.75 -1.29 1.94
H: 1.06 0.10 -2.24
Tl: 1.51 1.99 -2.23

Summary:
2S+1: 1
Total energy, eV: -14002.7803
Energy above the lowest of the compared OMol25 structures with the same formula, charge and spin, kcal/mol: 32.0
Orbital gap (alpha / beta), eV: 5.4842 / 5.4807
Highest occupied orbital energy (alpha / beta), Eh: -0.7362 / -0.7362
Total charge: +2

Mulliken charges, unit e, in atom order:
1 O -0.28
2 C 0.66
3 C -0.23
4 O -0.40
5 O -0.18
6 C -0.35
7 H 0.32
8 H 0.28
9 H 0.29
10 H 0.32
11 H 0.39
12 Tl 1.18

=====

Maximum force across the listed records, respectively: 12.2 3.2 2.8 3.9 4.4 3.6 4.3 1.0 4.5 7.4 eV/A.